# 1
This record from the OMol25 dataset describes a cluster of 2 separate species, C4H12 in total in a non-equilibrium geometry. The level of theory is the ωB97M-V functional and the def2-TZVPD basis.

```
16
Properties=species:S:1:pos:R:3:nbo_charge:R:1
C 0.02 -1.40 -0.93 -0.613
C -0.77 1.88 0.40 -0.618
C 0.52 2.40 1.13 -0.617
C 0.24 -2.87 -0.60 -0.623
H 0.30 2.62 2.25 0.204
H 1.10 -3.24 -1.09 0.205
H 0.08 -0.84 -0.04 0.206
H -1.58 2.63 0.28 0.207
H -1.09 -1.25 -1.31 0.196
H 1.01 3.29 0.60 0.209
H 1.29 1.62 1.21 0.205
H -1.25 1.04 0.98 0.204
H 0.50 -3.13 0.42 0.209
H 0.63 -0.87 -1.68 0.211
H -0.54 1.49 -0.61 0.206
H -0.58 -3.45 -1.00 0.208
```

The energy above the lowest of the compared OMol25 structures with the same formula, charge and spin is 16.2 kcal/mol. The calculation puts the molecular weight at 60.1 g/mol. As for the total energy: -4341.8270 eV. Its HOMO-LUMO gap is 12.63 eV. Its HOMO energy is -11.531 eV. The SMILES is CC.CC. For the LUMO energy, the calculation gives 0.0405 Eh.

---

# 2
This record from the OMol25 dataset describes a structure of composition C19H38N8S2Si2TeTi in a non-equilibrium geometry. The level of theory is the ωB97M-V functional and the def2-TZVPD basis.

```
71
Properties=species:S:1:pos:R:3:mulliken_charge:R:1
Te 1.88 2.36 1.04 0.188
Ti 0.48 0.25 -0.17 -0.887
S -1.41 1.71 0.68 -0.341
S 2.04 -1.27 1.11 -0.313
Si 4.46 1.19 -0.94 -0.095
Si 2.16 2.68 4.25 0.285
N -0.38 -1.54 2.02 -0.706
N -0.51 3.32 -1.31 0.348
N -0.66 -1.05 0.78 0.725
N -1.82 4.34 0.06 0.317
N 0.23 2.29 -1.91 -0.582
N -1.47 5.23 -0.88 -0.750
N -0.52 -0.61 -1.73 0.599
N 1.29 -2.55 3.31 -0.343
C -0.28 -0.67 -3.05 -0.034
C 5.13 0.09 0.45 -0.849
C 2.49 4.53 3.92 -1.078
C -2.43 -1.61 -3.51 -0.611
C -0.05 5.23 -2.90 -1.326
C 0.31 2.23 3.98 -0.775
C 5.85 1.66 -2.12 -1.064
C -0.69 4.64 -1.71 0.956
C 3.00 0.34 -1.90 2.097
C 2.89 1.96 5.84 -1.083
C -1.26 3.15 -0.17 0.166
C 0.92 -1.86 2.24 0.288
C -2.70 -1.58 -2.16 -0.914
C -2.99 -1.92 0.82 -2.148
C 3.59 2.77 -0.22 -1.074
C -1.18 -1.18 -3.96 -0.994
C -1.71 -1.12 -1.27 0.595
C -1.80 -1.33 0.15 1.089
C 3.00 1.75 2.76 -0.798
H 2.06 0.29 -1.28 -1.671
H 2.57 2.55 6.70 0.362
H 0.19 1.36 3.33 -0.129
H 4.37 -0.38 1.07 0.197
H -3.16 -2.00 -4.21 0.492
H 3.25 3.43 -1.02 0.602
H -3.64 -1.95 -1.79 0.393
H 5.74 -0.70 0.02 0.386
H 1.04 5.18 -2.82 0.324
H -0.35 6.28 -2.96 0.360
H -0.23 3.07 3.53 0.270
H -0.29 1.95 -2.73 0.353
H 3.55 4.74 3.94 0.350
H 3.28 -0.67 -2.17 0.592
H -1.13 -2.00 2.56 0.217
H 4.03 2.07 2.61 0.482
H 2.10 4.85 2.95 0.318
H -3.91 -1.59 0.34 0.516
H 5.56 2.31 -2.94 0.365
H 0.70 -0.33 -3.38 0.418
H 1.11 2.69 -2.25 0.271
H 6.64 2.17 -1.57 0.371
H -0.91 -1.26 -5.00 0.503
H -3.04 -1.62 1.86 0.575
H 2.80 0.88 -2.82 0.496
H 2.04 5.17 4.68 0.402
H -2.96 -3.01 0.77 0.383
H 5.78 0.66 1.11 0.357
H -0.36 4.74 -3.82 0.343
H 4.28 3.34 0.39 0.684
H 0.63 -2.91 3.98 0.217
H 2.26 -2.80 3.45 0.262
H 2.58 0.94 6.02 0.326
H 6.28 0.77 -2.55 0.369
H -2.45 4.61 0.81 0.184
H 2.98 0.67 2.86 0.316
H -0.18 2.01 4.92 0.493
H 3.97 1.99 5.83 0.362
```

The total charge is +3. As for the spin multiplicity: 2. The energy above the lowest of the compared OMol25 structures with the same formula, charge and spin is 12.5 kcal/mol. The calculation puts the molecular weight at 674.3 g/mol. As for the total energy: -100052.5257 eV. Its HOMO-LUMO gap (spin up / spin down) is 5.85 / 6.08 eV. Its HOMO energy (spin up / spin down) is -16.232 / -16.460 eV. As for the expectation value of S²: 0.758. For the LUMO energy (spin up / spin down), the calculation gives -0.3816 / -0.3814 Eh.

---

# 3
This record from the OMol25 dataset describes a cluster of 2 separate species, C4H8O2 in total. The level of theory is the ωB97M-V functional and the def2-TZVPD basis.

```
14
Properties=species:S:1:pos:R:3:nbo_charge:R:1
O -0.28 -1.54 0.82 -0.586
O 2.00 -0.07 0.46 -0.693
C -0.03 1.16 -0.33 -0.423
C -0.01 -0.16 -1.10 -0.404
C -0.46 -1.36 -0.38 0.440
C 1.27 0.51 -0.55 0.144
H -0.30 2.04 -0.90 0.228
H 1.93 0.91 -1.31 0.201
H -2.15 0.40 2.51 -0.015
H -0.96 -2.14 -0.98 0.129
H -1.74 -0.16 2.24 0.012
H -0.19 -0.14 -2.17 0.231
H -0.46 1.10 0.67 0.239
H 1.38 -0.57 1.02 0.496
```

The energy above the lowest of the compared OMol25 structures with the same formula, charge and spin is 63.4 kcal/mol. The calculation puts the molecular weight at 88.1 g/mol. As for the total energy: -8370.5343 eV. Its HOMO-LUMO gap is 10.53 eV. Its HOMO energy is -9.737 eV. The SMILES is O=C[C@H]1C[C@H]1O.[H][H]. For the LUMO energy, the calculation gives 0.0291 Eh.

---

# 4
This record from the OMol25 dataset describes a structure of composition C4H7NO2. The level of theory is the ωB97M-V functional and the def2-TZVPD basis.

```
14
Properties=species:S:1:pos:R:3:nbo_charge:R:1
O -0.05 -0.38 2.12 -0.608
O -1.65 1.29 2.28 -0.592
N -0.86 0.62 -0.01 -0.584
C 1.57 -0.50 -0.20 -0.618
C -0.86 0.47 1.96 1.020
C 0.37 0.25 -0.78 -0.059
C -0.92 -0.45 -0.98 -0.246
H 2.27 -0.67 -1.02 0.216
H -1.04 -1.43 -0.53 0.212
H 2.11 0.05 0.58 0.230
H -1.49 -0.25 -1.88 0.205
H -1.39 1.45 -0.29 0.394
H 0.65 1.01 -1.49 0.203
H 1.31 -1.48 0.21 0.228
```

The energy above the lowest of the compared OMol25 structures with the same formula, charge and spin is 34.3 kcal/mol. The calculation puts the molecular weight at 101.1 g/mol. As for the total energy: -9845.7929 eV. Its HOMO-LUMO gap is 10.89 eV. Its HOMO energy is -10.113 eV. For the LUMO energy, the calculation gives 0.0286 Eh.

---

# 5
This record from the OMol25 dataset describes a structure of composition C47H40CoN2OP2SSe in a non-equilibrium geometry. The level of theory is the ωB97M-V functional and the def2-TZVPD basis.

```
95
Properties=species:S:1:pos:R:3:mulliken_charge:R:1
Se -1.96 0.64 -2.36 -0.458
Co -0.77 -0.09 -0.42 0.818
S 0.30 2.32 1.08 0.650
P -0.15 -2.06 -1.52 0.352
P 1.64 -1.86 0.80 0.773
O 0.73 1.38 -0.05 -0.690
N 1.18 -2.67 -0.64 -0.240
N -7.07 0.49 7.33 -0.500
C 1.68 3.43 1.22 -1.119
C -2.76 5.35 -0.40 0.911
C -0.89 3.48 0.46 0.390
C -2.36 -3.64 -0.96 -0.382
C -4.26 1.08 5.31 -0.737
C -5.39 0.27 5.36 0.560
C 0.77 -4.28 1.90 -0.291
C -1.90 -0.14 1.18 -1.129
C 0.51 -1.83 -3.20 0.661
C -2.69 2.32 -2.90 0.161
C -0.66 4.17 -0.73 -0.207
C 1.45 -1.13 -5.73 -0.504
C -3.58 0.06 3.23 0.645
C -4.71 -0.76 3.29 -0.460
C -0.34 -1.90 -4.31 -0.359
C -2.99 4.59 0.74 -0.653
C -1.42 -5.85 -2.38 -0.740
C -5.61 -0.66 4.35 -0.675
C -3.90 4.57 -4.04 -0.511
C 0.13 -1.55 -5.57 -0.665
C -3.95 2.73 -2.48 -0.306
C -6.33 0.39 6.46 -0.048
C 0.78 -5.33 2.81 -0.660
C 1.82 -1.39 -3.37 -0.591
C 6.09 -0.78 0.08 -0.461
C 2.72 -3.34 2.95 -0.563
C -2.63 4.18 -4.44 -0.670
C 5.28 0.04 0.85 -0.568
C 2.29 -1.05 -4.63 -0.625
C -1.60 5.11 -1.14 -0.861
C -3.36 0.97 4.26 -0.287
C -2.67 -0.04 2.12 0.381
C -2.62 -5.93 -1.67 -0.483
C -3.09 -4.83 -0.97 -0.587
C 3.95 -0.32 1.07 -0.060
C -2.02 3.06 -3.87 -0.387
C 5.58 -1.96 -0.45 -0.668
C -1.15 -3.56 -1.67 0.408
C 3.43 -1.50 0.54 -0.078
C 1.75 -3.29 1.95 0.165
C 2.72 -4.38 3.87 -0.623
C 4.26 -2.32 -0.22 -0.078
C -4.55 3.85 -3.05 -0.646
C 1.76 -5.38 3.80 -0.463
C -3.73 6.43 -0.81 -1.752
C -0.69 -4.67 -2.38 -0.308
C -2.06 3.65 1.17 -0.255
H 6.21 -2.61 -1.05 0.410
H 1.39 4.25 1.88 0.437
H 0.23 -4.60 -2.95 0.452
H -2.71 -2.77 -0.42 0.277
H 3.87 -3.24 -0.64 0.329
H -4.08 1.80 6.11 0.433
H -4.88 -1.48 2.50 0.515
H -3.51 6.80 -1.81 0.322
H 0.22 3.96 -1.33 0.333
H 1.82 -0.85 -6.71 0.387
H -2.48 1.59 4.23 0.521
H 2.52 2.88 1.65 0.360
H -1.04 2.75 -4.20 0.449
H 3.30 0.32 1.66 0.270
H 5.67 0.96 1.26 0.402
H 3.48 -2.57 3.01 0.368
H -4.76 6.06 -0.80 0.352
H 3.48 -4.42 4.64 0.389
H -2.25 3.05 2.06 0.223
H 3.32 -0.72 -4.75 0.423
H -3.19 -6.85 -1.67 0.388
H -3.68 7.27 -0.12 0.468
H 1.33 -3.67 -0.67 0.460
H -4.39 5.42 -4.50 0.412
H 2.47 -1.31 -2.50 0.209
H 1.94 3.80 0.22 0.326
H -0.54 -1.59 -6.42 0.404
H -1.06 -6.71 -2.93 0.405
H 7.12 -0.50 -0.11 0.382
H -4.02 -4.89 -0.42 0.443
H -4.47 2.15 -1.72 0.444
H 1.76 -6.19 4.52 0.367
H 0.02 -6.11 2.76 0.417
H -6.48 -1.29 4.39 0.438
H -1.44 5.65 -2.07 0.244
H -2.11 4.74 -5.21 0.398
H -3.91 4.73 1.30 0.389
H -1.37 -2.21 -4.18 0.436
H -0.02 -4.24 1.15 0.326
H -5.54 4.15 -2.72 0.465
```

As for the spin multiplicity: 4. The energy above the lowest of the compared OMol25 structures with the same formula, charge and spin is 8.8 kcal/mol. The calculation puts the molecular weight at 880.8 g/mol. As for the total energy: -186801.1476 eV. Its HOMO-LUMO gap (spin up / spin down) is 7.40 / 7.60 eV. Its HOMO energy (spin up / spin down) is -7.088 / -7.364 eV. As for the expectation value of S²: 3.766. For the LUMO energy (spin up / spin down), the calculation gives 0.0115 / 0.0088 Eh.

---

# 6
This record from the OMol25 dataset describes the molecule C9H16O4S in a non-equilibrium geometry. The level of theory is the ωB97M-V functional and the def2-TZVPD basis.

```
30
Properties=species:S:1:pos:R:3:nbo_charge:R:1
S 1.53 1.95 -0.49 2.395
O 1.70 1.77 -1.89 -0.928
O 2.77 1.29 0.27 -0.699
O 1.36 3.28 0.01 -0.930
O -0.65 -1.21 0.89 -0.545
C -0.76 -1.13 -2.10 -0.190
C -2.00 -0.74 0.81 -0.081
C -2.37 0.18 1.98 -0.644
C 0.35 -0.53 0.15 0.304
C 1.69 -0.81 0.89 -0.453
C 2.41 0.43 1.37 -0.084
C 0.15 1.00 0.12 -0.757
C -1.07 -0.24 -3.03 -0.391
C 0.49 -1.10 -1.27 -0.492
H 2.34 -1.41 0.26 0.221
H -2.28 1.24 1.72 0.203
H -0.58 0.73 -3.07 0.204
H 0.82 -2.14 -1.14 0.223
H 1.86 1.00 2.12 0.187
H 1.48 -1.41 1.78 0.245
H -2.23 -0.29 -0.16 0.186
H -2.62 -1.63 0.87 0.191
H -1.80 -0.47 -3.80 0.202
H -0.07 1.40 1.11 0.260
H -0.67 1.25 -0.56 0.271
H 1.29 -0.58 -1.80 0.245
H -1.43 -1.96 -1.94 0.200
H -1.69 -0.03 2.80 0.220
H 3.35 0.14 1.83 0.217
H -3.40 0.01 2.29 0.220
```

The energy above the lowest of the compared OMol25 structures with the same formula, charge and spin is 3.8 kcal/mol. The calculation puts the molecular weight at 220.3 g/mol. As for the total energy: -28616.0057 eV. Its HOMO-LUMO gap is 10.22 eV. Its HOMO energy is -9.532 eV. The SMILES is C=CC[C@@]1(OCC)CCOS(=O)(=O)C1. For the LUMO energy, the calculation gives 0.0252 Eh.